{"formula": "C36H33CdN4O5SSe", "method": "ωB97M-V with the def2-TZVPD basis set", "relative_energy_ev": 0.0000, "total_charge": -1, "fmax_ev_per_a": 0.6, "homo_lumo_gap_ev": 6.706, "lumo_ev": 2.41, "symbols": ["Cd", "O", "C", "C", "C", "C", "C", "C", "C", "O", "N", "N", "C", "C", "C", "C", "C", "C", "N", "H", "H", "H", "H", "H", "H", "H", "H", "H", "H", "C", "C", "C", "C", "C", "C", "C", "C", "C", "C", "H", "H", "H", "H", "H", "H", "H", "H", "H", "H", "H", "H", "H", "H", "Se", "C", "C", "C", "C", "C", "C", "H", "H", "H", "H", "H", "O", "C", "N", "S", "O", "O", "C", "C", "C", "C", "C", "C", "H", "H", "H", "H"], "positions_angstrom": [[0.1882, 0.1409, 0.1481], [-4.2228, -0.0757, 3.5537], [-4.2371, -1.3125, 3.0298], [-5.3520, -2.1132, 3.2909], [-5.4236, -3.3992, 2.7953], [-4.3877, -3.9195, 2.0246], [-3.2905, -3.1237, 1.7561], [-3.1916, -1.8213, 2.2421], [-1.9886, -1.0185, 1.8753], [-1.1578, -1.5029, 1.0682], [-1.9062, 0.1746, 2.4938], [-0.8424, 0.8793, 2.0600], [-0.4254, 1.9208, 2.6525], [0.7607, 2.6102, 2.1193], [1.3901, 3.5809, 2.8917], [2.5591, 4.1579, 2.4278], [3.0613, 3.7597, 1.2014], [2.3550, 2.8073, 0.4819], [1.2335, 2.2525, 0.9172], [-3.3456, 0.3219, 3.2980], [-6.1479, -1.6936, 3.8923], [-6.2966, -4.0045, 3.0107], [-4.4403, -4.9288, 1.6387], [-2.4713, -3.4859, 1.1496], [-0.8856, 2.2889, 3.5689], [0.9712, 3.8524, 3.8515], [3.0786, 4.8972, 3.0241], [3.9758, 4.1716, 0.7988], [2.6859, 2.4919, -0.5013], [-1.5128, -3.1790, -4.0273], [-1.5327, -1.7477, -3.4844], [-2.1382, -0.8079, -4.5190], [-0.1470, -1.3392, -3.0273], [0.6196, -0.3767, -3.6639], [1.8975, -0.0623, -3.2121], [2.4646, -0.7043, -2.1228], [3.8745, -0.4251, -1.6881], [1.6836, -1.6578, -1.4533], [0.4034, -1.9608, -1.9018], [-2.5230, -3.5119, -4.2751], [-1.0957, -3.8779, -3.3019], [-0.9040, -3.2353, -4.9337], [-2.1722, -1.7274, -2.5973], [-1.5927, -0.8554, -5.4657], [-2.1360, 0.2298, -4.1851], [-3.1731, -1.0906, -4.7210], [0.2196, 0.1708, -4.5067], [2.4588, 0.7135, -3.7195], [3.9252, -0.3141, -0.6035], [4.2579, 0.4778, -2.1654], [4.5311, -1.2536, -1.9658], [2.0831, -2.1869, -0.5967], [-0.1855, -2.6896, -1.3533], [2.3513, -0.4543, 1.7931], [2.3577, -2.3051, 2.2089], [3.4096, -2.8629, 2.9403], [3.4258, -4.2120, 3.2547], [2.3938, -5.0464, 2.8464], [1.3412, -4.5041, 2.1207], [1.3209, -3.1540, 1.8071], [4.2219, -2.2215, 3.2603], [4.2553, -4.6160, 3.8243], [2.4069, -6.1004, 3.0939], [0.5205, -5.1358, 1.8006], [0.4815, -2.7365, 1.2631], [-2.8931, 0.0542, -1.1220], [-2.3557, 1.0699, -1.5219], [-1.0572, 1.4158, -1.2965], [-0.6932, 2.9031, -1.8328], [-0.6595, 3.8806, -0.7746], [0.4457, 2.8656, -2.7161], [-2.2041, 3.1257, -2.7230], [-2.5847, 4.1537, -3.5635], [-3.8695, 4.0955, -4.0892], [-4.7308, 3.0472, -3.7680], [-4.3257, 2.0262, -2.9187], [-3.0431, 2.0833, -2.4032], [-1.9120, 4.9663, -3.8015], [-4.2087, 4.8761, -4.7585], [-5.7267, 3.0312, -4.1923], [-4.9739, 1.2000, -2.6588]], "atomic_forces_ev_per_a": [[0.463, -0.244, 0.217], [-0.204, -0.127, 0.048], [-0.032, 0.109, 0.102], [0.010, -0.003, 0.006], [-0.028, -0.012, 0.004], [0.027, 0.011, 0.000], [0.007, 0.022, -0.033], [0.083, -0.025, -0.053], [-0.172, -0.107, 0.139], [-0.320, 0.281, -0.151], [0.141, 0.015, -0.021], [-0.164, 0.136, -0.161], [-0.114, 0.017, -0.008], [-0.008, 0.113, 0.065], [0.021, 0.000, -0.052], [-0.015, -0.028, 0.038], [-0.013, -0.038, -0.055], [-0.035, 0.113, -0.120], [-0.079, 0.110, 0.247], [0.110, 0.062, -0.033], [-0.004, 0.001, 0.006], [0.001, -0.002, 0.003], [-0.006, -0.008, -0.007], [0.002, -0.014, -0.011], [0.025, -0.029, 0.015], [0.002, 0.000, 0.012], [-0.009, 0.018, -0.009], [-0.002, 0.017, 0.003], [0.045, -0.029, 0.011], [0.004, -0.036, -0.021], [-0.016, 0.014, 0.019], [-0.023, 0.005, -0.034], [0.007, 0.001, 0.034], [-0.030, -0.007, -0.005], [0.040, 0.026, -0.001], [-0.037, -0.086, -0.068], [-0.004, 0.012, 0.002], [-0.029, -0.068, -0.203], [-0.028, -0.028, 0.067], [-0.012, 0.007, -0.005], [-0.001, 0.003, 0.017], [0.014, 0.005, -0.002], [0.007, 0.005, -0.004], [0.011, -0.009, -0.004], [0.006, 0.009, 0.021], [-0.002, -0.007, 0.008], [0.000, 0.005, -0.015], [-0.002, 0.010, -0.011], [-0.001, 0.012, 0.016], [0.003, 0.015, 0.007], [0.000, -0.006, 0.005], [0.039, 0.049, -0.014], [-0.001, -0.008, -0.015], [0.036, 0.192, -0.083], [-0.107, -0.283, -0.068], [0.030, 0.118, -0.037], [0.036, -0.062, 0.038], [-0.033, 0.004, -0.010], [0.045, -0.066, 0.039], [0.011, 0.075, -0.105], [0.014, -0.005, 0.009], [0.001, -0.001, 0.002], [0.006, -0.011, 0.003], [-0.009, -0.003, -0.003], [0.100, -0.125, 0.107], [-0.043, 0.009, -0.016], [0.007, -0.024, -0.089], [0.161, -0.111, 0.267], [0.135, -0.003, 0.020], [0.018, 0.000, -0.035], [-0.031, 0.019, -0.005], [-0.013, 0.118, -0.082], [-0.060, -0.038, 0.029], [-0.001, 0.018, -0.017], [0.003, -0.002, -0.001], [0.026, 0.020, 0.029], [-0.016, -0.107, 0.009], [0.016, 0.003, 0.001], [-0.001, 0.001, 0.001], [-0.004, 0.000, 0.000], [-0.003, -0.014, -0.003]]}